## w
The following is a DFT calculation (wB97M-V/def2-TZVPD) of a cluster of 14 separate species, C18H64N10O14 in total.

Last column: Mulliken charge in e.
CARTESIAN COORDINATES (ANGSTROEM)
1 C -2.35983 -0.43266 2.19028  0.5914
2 C -2.95727 0.49995 3.25758  -0.6418
3 O -2.18145 0.31300 4.26671  -0.6169
4 H -2.85337 -0.34522 1.22259  0.0214
5 H -2.36945 -1.46368 2.49868  0.2204
6 H -1.32810 -0.30404 2.04837  -0.7719
7 H -3.90184 0.03496 3.47513  0.4112
8 H -2.97519 1.53756 2.99929  0.1391
9 H -1.44258 0.97825 4.22892  0.4712
10 C -3.29621 0.59702 -2.95118  -1.0822
11 C -3.28500 0.01758 -1.52494  1.1138
12 O -4.51764 -0.69101 -1.24977  -0.5000
13 H -3.86177 1.51451 -3.06170  0.3465
14 H -3.61143 -0.09304 -3.68617  0.5905
15 H -2.20197 0.83981 -3.13875  -0.1984
16 H -3.18424 0.87640 -0.86506  -0.1963
17 H -2.41260 -0.65181 -1.43069  -0.4697
18 H -5.05167 -0.77851 -2.06029  0.3661
19 C -2.84732 -4.82577 2.26216  -1.2091
20 C -1.32547 -4.73940 2.37016  0.2776
21 O -0.98690 -4.25831 3.69212  -0.5874
22 H -3.16429 -5.35711 1.41397  0.3343
23 H -3.31807 -3.80670 2.22492  0.1355
24 H -3.37206 -5.26391 3.09882  0.4095
25 H -0.91120 -4.17952 1.55646  -0.0461
26 H -0.89135 -5.72006 2.29785  0.5389
27 H -0.03106 -4.48734 3.90190  0.2865
28 C 4.66926 0.86486 -1.70480  -1.5984
29 C 3.72582 0.15704 -0.77544  0.9578
30 O 3.07547 -0.93699 -1.44059  -0.6904
31 H 4.13391 1.20231 -2.59824  0.2379
32 H 5.38601 0.13885 -2.11289  0.4104
33 H 5.19937 1.70016 -1.25890  0.2840
34 H 2.99050 0.92020 -0.37582  -0.4893
35 H 4.20124 -0.27851 0.06784  0.3988
36 H 2.27336 -1.17437 -1.01430  0.3410
37 C -1.59875 2.98258 0.75398  -0.0560
38 O -0.87016 2.86706 -0.42249  -0.5487
39 N -2.79532 3.35782 0.69284  -0.1943
40 N -1.14012 2.90887 1.97870  0.0088
41 H -3.14269 3.60808 -0.22847  0.3288
42 H -3.53558 3.26674 1.45403  0.2567
43 H -0.18158 2.55353 2.05548  -0.2726
44 H -1.60975 3.23050 2.82732  0.3646
45 C -0.70901 -2.12708 -3.50134  0.3506
46 O 0.04050 -3.03705 -2.67978  -0.7541
47 N -1.89817 -2.44499 -3.97848  -0.2573
48 N -0.21865 -0.96739 -3.90746  -0.5009
49 H -2.31872 -3.33202 -3.66695  0.2891
50 H -2.42416 -1.94539 -4.72088  0.2253
51 H 0.79667 -0.87065 -3.83347  0.2610
52 H -0.62434 -0.32060 -4.62566  0.2243
53 C 1.79786 3.11922 -2.99284  0.0753
54 O 2.52200 3.70938 -4.03348  -0.8133
55 N 1.60736 3.78952 -1.83498  0.0828
56 N 1.30797 1.88797 -3.12480  0.5106
57 H 2.11627 4.69294 -1.63206  0.2813
58 H 0.98306 3.40641 -1.11661  -0.1802
59 H 1.51023 1.52105 -4.03174  0.2326
60 H 0.96093 1.20218 -2.45432  0.0656
61 C 0.35061 -0.24086 -0.39773  -0.6212
62 O 0.55124 0.52516 0.68498  1.3152
63 N 0.61675 -1.52834 -0.44691  0.2613
64 N -0.05625 0.25354 -1.47396  1.6769
65 H 0.76487 -2.02326 0.47134  -0.5101
66 H 0.49852 -2.13629 -1.24266  0.6767
67 H -0.48718 1.16372 -1.33008  -0.5747
68 H -0.27314 -0.23699 -2.32208  -0.8173
69 C 1.29292 2.05304 3.96008  0.2483
70 O 0.08047 1.50079 4.36430  -0.7889
71 N 2.01921 2.64994 4.81308  -0.3181
72 N 1.73029 1.99477 2.72395  -0.4136
73 H 1.67626 2.73621 5.74726  0.3138
74 H 2.82913 3.18609 4.58363  0.1653
75 H 1.23112 1.47910 1.96784  0.0262
76 H 2.69214 2.21502 2.49192  0.5338
77 C 3.35470 3.28846 0.72752  -0.7756
78 O 4.07661 2.45441 1.61764  -0.6704
79 H 3.17257 4.10484 1.39232  0.4408
80 H 2.40381 2.81376 0.45970  -0.0057
81 H 3.93285 3.63771 -0.14609  0.4277
82 H 4.99024 2.64295 1.47351  0.3434
83 C 1.37092 -1.49913 2.77447  -0.7264
84 O 1.27643 -2.70683 2.06097  -0.8809
85 H 0.32099 -1.23253 2.86458  0.0810
86 H 1.90842 -0.66654 2.21018  -0.0449
87 H 1.71888 -1.68110 3.75139  0.7724
88 H 1.90703 -3.31489 2.43285  0.3068
89 C -3.24410 -3.30887 -0.62353  -0.6141
90 O -1.82023 -3.37757 -0.55605  -0.4302
91 H -3.47949 -2.83140 -1.57689  0.0135
92 H -3.61427 -2.60920 0.13622  0.1809
93 H -3.72813 -4.21667 -0.69581  0.5628
94 H -1.41974 -2.74479 0.06955  0.1465
95 C 4.04406 -2.82541 0.60462  -0.2963
96 O 4.87121 -3.62825 1.38790  -0.5577
97 H 3.83971 -1.96454 1.19119  -0.0872
98 H 3.20978 -3.39388 0.27134  0.1891
99 H 4.63134 -2.40834 -0.26584  0.4032
100 H 5.54658 -4.02199 0.85262  0.3363
101 C -1.38237 3.43169 -3.65737  -0.2058
102 O -2.58769 3.30204 -4.29600  -0.5728
103 H -1.43353 2.74602 -2.80082  -0.2807
104 H -1.19397 4.32533 -3.14331  0.4243
105 H -0.48075 3.23634 -4.30474  0.2357
106 H -3.30023 3.39355 -3.60782  0.3448

lowest unoccupied orbital energy = 0.0 eV

=====

## x
The following is a DFT calculation (wB97M-V/def2-TZVPD) of a cluster of 14 separate species, C18H64N10O14 in total.

Last column: Mulliken charge in e.
CARTESIAN COORDINATES (ANGSTROEM)
1 C -0.68389 -1.71134 3.24984  -0.1102
2 C -0.30489 -3.18434 3.33184  0.0290
3 O 0.56611 -3.18134 4.41084  -0.5797
4 H -1.22789 -1.40434 4.16884  0.3126
5 H -1.37989 -1.54934 2.46884  -0.0666
6 H 0.17911 -1.02234 3.12584  -0.4000
7 H 0.27111 -3.45234 2.43884  -0.2661
8 H -1.09289 -3.91634 3.44084  0.5417
9 H 0.83911 -4.10934 4.52284  0.3090
10 C 1.36711 3.91066 -0.14516  -1.3394
11 C -0.00089 3.59066 0.22784  2.2782
12 O -0.72989 4.80266 0.45884  -0.7774
13 H 1.68211 4.65766 -0.83316  0.3966
14 H 1.77311 3.05666 -0.55616  0.0718
15 H 1.91811 4.09366 0.78584  0.2758
16 H -0.18089 2.96366 1.06084  -0.4136
17 H -0.55789 3.06166 -0.52516  -1.0645
18 H -1.57589 4.57766 0.84484  0.4556
19 C 1.72611 -4.20634 -0.62716  0.0439
20 C 1.55811 -5.33234 -1.65116  -0.6212
21 O 1.80511 -4.80634 -2.96516  -0.4698
22 H 1.44911 -4.61834 0.41184  0.1758
23 H 1.05111 -3.41834 -0.86016  -0.3641
24 H 2.77111 -3.88434 -0.63816  0.2393
25 H 0.62811 -5.89634 -1.61916  0.3780
26 H 2.34311 -6.05934 -1.59916  0.3395
27 H 1.48111 -5.44234 -3.59516  0.2286
28 C -4.02089 3.65166 0.13684  -0.0144
29 C -3.68889 4.76066 1.09084  -0.9054
30 O -2.81789 4.36366 2.08884  -0.5840
31 H -4.68189 3.96766 -0.70516  0.4644
32 H -4.33389 2.71166 0.62484  0.0537
33 H -3.12889 3.30566 -0.47116  -0.3270
34 H -4.56489 5.09366 1.64484  0.3489
35 H -3.29889 5.62366 0.64484  0.5010
36 H -3.20789 3.55066 2.57484  0.3073
37 C -1.51589 -1.45134 -3.37916  0.0393
38 O -2.07889 -2.35434 -4.27416  -0.8159
39 N -0.55289 -0.57934 -3.66616  0.1458
40 N -1.98489 -1.34234 -2.19416  -0.0102
41 H -0.44289 -0.46234 -4.68716  0.3350
42 H -0.19589 0.23166 -3.14016  -0.2060
43 H -2.53289 -2.10534 -1.85416  0.1886
44 H -1.58789 -0.75234 -1.42116  0.1520
45 C 3.37311 -0.03434 -0.88016  0.3796
46 O 3.09111 0.71466 0.34584  -0.7847
47 N 3.93511 0.58166 -1.88616  -0.3728
48 N 3.10111 -1.25834 -1.06716  0.1335
49 H 4.12611 1.57766 -1.82816  0.2881
50 H 4.09111 0.06966 -2.76316  0.2385
51 H 2.54011 -1.54834 -0.31316  -0.3276
52 H 2.52011 -1.56434 -1.90616  0.3423
53 C 2.50111 -1.74034 -4.08816  0.3070
54 O 2.39311 -0.63334 -4.89716  -0.7238
55 N 1.56411 -2.03434 -3.23516  -0.0985
56 N 3.41111 -2.64834 -4.22316  -0.2165
57 H 0.75011 -1.42734 -3.52016  0.0655
58 H 1.37811 -3.06034 -3.09416  0.2581
59 H 4.05911 -2.60534 -5.03416  0.3040
60 H 3.67211 -3.25934 -3.42716  0.2187
61 C -2.40389 1.21666 3.32684  -0.5454
62 O -1.86489 1.56666 2.07684  0.3789
63 N -3.39889 0.40766 3.55184  -0.2309
64 N -1.91189 1.69266 4.44184  -0.3257
65 H -3.77789 -0.11634 2.70184  0.2581
66 H -3.50489 -0.07534 4.49684  0.3028
67 H -1.02889 2.09666 4.23784  0.2988
68 H -2.12989 1.33366 5.36084  0.2237
69 C 3.09911 -2.00434 2.27884  0.3810
70 O 1.92211 -2.10834 1.44584  -0.4966
71 N 3.88311 -0.99934 2.26284  -0.2146
72 N 3.57211 -3.01034 2.96784  -0.4072
73 H 3.56311 -0.30534 1.60284  0.1459
74 H 4.78411 -0.91334 2.70984  0.1968
75 H 4.35111 -2.90534 3.60384  0.1738
76 H 2.98411 -3.92534 2.99284  0.2945
77 C -2.30689 1.96666 -2.95216  -0.8728
78 O -3.31989 1.01766 -2.86116  -0.6759
79 H -1.46989 1.72066 -2.35516  -0.2793
80 H -2.53789 2.91466 -2.64616  0.7589
81 H -1.94589 1.93266 -3.95216  0.5710
82 H -2.90089 0.11966 -2.78516  0.2986
83 C -4.11489 -0.36034 0.74984  -0.6193
84 O -5.20689 -0.42834 1.66184  -0.5852
85 H -3.39089 -1.10134 1.09584  0.5388
86 H -3.67689 0.64366 0.86684  -0.3617
87 H -4.35389 -0.48034 -0.35016  0.3260
88 H -5.65889 -1.30834 1.67284  0.2860
89 C 1.15211 2.52166 -3.44316  -1.0991
90 O 1.39411 1.36666 -2.67716  0.1243
91 H 1.77111 3.34666 -3.22916  0.2746
92 H 0.16511 2.69366 -3.43816  0.3988
93 H 1.40311 2.26866 -4.47116  0.3254
94 H 2.32011 1.13466 -2.90616  0.0708
95 C 1.52511 1.40166 3.28184  -0.1018
96 O 0.75911 2.04466 4.33984  -0.5540
97 H 2.33311 2.10666 3.01884  0.4136
98 H 0.93311 1.25966 2.40684  -0.4115
99 H 1.81511 0.39266 3.53984  0.3191
100 H 1.41911 2.56666 4.83784  0.3127
101 C 0.00411 0.07566 -0.09416  2.5653
102 O -1.35989 0.36066 -0.21216  0.7880
103 H 0.21411 -0.16834 0.94784  -0.7203
104 H 0.64111 0.88066 -0.33716  -0.1824
105 H 0.27111 -0.70734 -0.77316  -1.0136
106 H -1.55989 1.00466 0.47484  -0.6158

lowest unoccupied orbital energy = 0.2 eV

=====

Which one is the least stable? From the structures above, x.